1.
A molecular structure, C4H6N in a non-equilibrium geometry. Source: OMol25; level of theory: the ωB97M-V functional and the def2-TZVPD basis.

Structure (XYZ):
```
11
C4H6N (the ωB97M-V functional and the def2-TZVPD basis)
C 0.363 0.757 -1.201
C 0.599 -0.468 -0.767
C -0.134 1.112 0.148
C -0.086 -1.512 -0.120
N 0.213 -0.282 0.674
H 0.620 1.434 -2.057
H 0.507 1.722 0.852
H -1.223 1.278 0.145
H -1.053 -1.613 -0.607
H 0.290 -2.539 0.333
H 0.758 -0.246 1.443
```

Its total charge is +1. The value obtained for the HOMO-LUMO gap (alpha / beta) is 8.783 / 9.303 eV. The HOMO energy (alpha / beta) comes out at -12.145 / -16.800 eV. Its energy relative to the best compared isomer or geometry (same formula, charge and spin) is 70.6 kcal per mole. The LUMO energy (alpha / beta) comes out at -3.36 / -7.50 eV. The spin multiplicity is 3. Its max |F| is 0.186 Eh/bohr.

=====

2.
A single C4H6N2 molecule in a non-equilibrium geometry. Source: OMol25; level of theory: the ωB97M-V functional and the def2-TZVPD basis.

Structure (XYZ):
```
12
C4H6N2 (the ωB97M-V functional and the def2-TZVPD basis)
C 1.518 1.517 0.486
C 0.378 0.886 0.592
C -0.693 0.179 0.935
N -1.473 -0.748 0.238
N -1.048 -1.482 -0.786
C -0.019 -1.084 -1.484
H 1.800 2.378 0.044
H 2.368 1.105 1.003
H -1.256 0.527 1.841
H -2.131 -1.381 0.593
H 0.090 -1.621 -2.419
H 0.465 -0.277 -1.042
```

The value obtained for the HOMO-LUMO gap is 9.222 eV. The HOMO energy comes out at -8.336 eV. Its energy relative to the best compared isomer or geometry (same formula, charge and spin) is 100.8 kcal per mole. The LUMO energy comes out at 0.89 eV. Its max |F| is 0.072 Eh/bohr.

=====

3.
A single C4H6N2 molecule in a non-equilibrium geometry. Source: OMol25; level of theory: the ωB97M-V functional and the def2-TZVPD basis.

Structure (XYZ):
```
12
C4H6N2 (the ωB97M-V functional and the def2-TZVPD basis)
C -1.734 -0.801 -0.056
C -1.806 0.480 0.273
C -0.567 0.187 -0.520
C 0.708 0.155 0.336
N 1.691 -0.768 0.020
N 2.012 0.620 -0.079
H -2.307 -1.632 -0.247
H -2.473 1.231 0.518
H -0.296 0.319 -1.503
H 0.504 0.575 1.403
H 2.042 -1.164 0.918
H 2.227 0.798 -1.063
```

The value obtained for the HOMO-LUMO gap is 10.462 eV. The HOMO energy comes out at -9.183 eV. Its energy relative to the best compared isomer or geometry (same formula, charge and spin) is 129.7 kcal per mole. The LUMO energy comes out at 1.28 eV. Its max |F| is 0.104 Eh/bohr.

=====

4.
A single C4H6N2 molecule. Source: OMol25; level of theory: the ωB97M-V functional and the def2-TZVPD basis.

Structure (XYZ):
```
12
C4H6N2 (the ωB97M-V functional and the def2-TZVPD basis)
H 2.045 -1.523 -0.527
N 2.123 -0.501 -0.450
C 1.027 -0.004 -0.055
N 0.934 1.349 0.171
C -0.183 -0.800 0.388
C -1.497 -0.236 0.027
C -2.548 0.188 -0.370
H 0.045 1.850 0.155
H 1.725 1.880 -0.171
H -0.092 -0.894 1.496
H -0.062 -1.832 -0.003
H -3.518 0.523 -0.662
```

The value obtained for the HOMO-LUMO gap is 10.283 eV. The HOMO energy comes out at -9.357 eV. Its energy relative to the best compared isomer or geometry (same formula, charge and spin) is 44.4 kcal per mole. The LUMO energy comes out at 0.93 eV. Its max |F| is 0.017 Eh/bohr.

=====

5.
A single C4H6N2 molecule in a non-equilibrium geometry. Source: OMol25; level of theory: the ωB97M-V functional and the def2-TZVPD basis.

Structure (XYZ):
```
12
C4H6N2 (the ωB97M-V functional and the def2-TZVPD basis)
C 1.884 -0.274 0.603
C 0.496 -0.169 -0.093
C -0.499 -0.920 -0.698
N -1.795 -0.051 -0.627
C -1.306 1.072 -0.095
N -0.038 1.076 0.166
H 2.482 -1.183 0.490
H 1.715 -0.130 1.685
H 2.506 0.587 0.319
H -0.656 -1.820 -1.265
H -2.848 -0.042 -0.646
H -1.912 1.918 0.184
```

The value obtained for the HOMO-LUMO gap is 9.797 eV. The HOMO energy comes out at -8.813 eV. Its energy relative to the best compared isomer or geometry (same formula, charge and spin) is 33.6 kcal per mole. The LUMO energy comes out at 0.98 eV. Its max |F| is 0.050 Eh/bohr.

=====

6.
A single C4H6N2 molecule in a non-equilibrium geometry. Source: OMol25; level of theory: the ωB97M-V functional and the def2-TZVPD basis.

Structure (XYZ):
```
12
C4H6N2 (the ωB97M-V functional and the def2-TZVPD basis)
N 1.113 -0.443 -0.994
C 0.681 -0.927 0.276
C -0.303 -0.681 -0.791
C -1.092 0.413 -0.047
N -0.304 1.574 0.398
C -0.249 0.378 1.137
H 1.431 0.528 -0.997
H 1.085 -1.894 0.643
H -0.797 -1.374 -1.456
H -2.159 0.552 -0.166
H 0.552 1.808 -0.105
H 0.043 0.067 2.100
```

The value obtained for the HOMO-LUMO gap is 10.352 eV. The HOMO energy comes out at -9.063 eV. Its energy relative to the best compared isomer or geometry (same formula, charge and spin) is 117.1 kcal per mole. The LUMO energy comes out at 1.29 eV. Its max |F| is 0.070 Eh/bohr.

=====

7.
A single C4H6N2 molecule. Source: OMol25; level of theory: the ωB97M-V functional and the def2-TZVPD basis.

Structure (XYZ):
```
12
C4H6N2 (the ωB97M-V functional and the def2-TZVPD basis)
H 3.679 0.153 0.532
N 2.748 0.369 0.185
C 2.173 -0.670 -0.256
N 0.938 -0.533 -0.906
C 0.024 0.150 -0.448
C -1.027 0.818 -0.049
C -2.276 0.038 0.276
H 2.573 -1.691 -0.271
H -1.017 1.905 -0.078
H -2.927 0.493 1.024
H -2.010 -0.963 0.620
H -2.879 -0.068 -0.630
```

The value obtained for the HOMO-LUMO gap is 9.680 eV. The HOMO energy comes out at -8.760 eV. Its energy relative to the best compared isomer or geometry (same formula, charge and spin) is 49.2 kcal per mole. The LUMO energy comes out at 0.92 eV. Its max |F| is 0.012 Eh/bohr.

=====

8.
A single C4H6N2 molecule. Source: OMol25; level of theory: the ωB97M-V functional and the def2-TZVPD basis.

Structure (XYZ):
```
12
C4H6N2 (the ωB97M-V functional and the def2-TZVPD basis)
N -0.690 -0.374 -1.727
C -1.224 0.572 -1.204
C -0.949 0.969 0.220
C 0.106 0.010 0.771
C 0.635 -1.019 -0.110
N 1.428 0.167 0.137
H -0.600 2.006 0.230
H -1.884 0.929 0.789
H 0.036 -0.198 1.837
H -0.010 -1.072 -2.005
H 0.963 -1.991 0.267
H 2.190 0.001 0.794
```

The value obtained for the HOMO-LUMO gap (alpha / beta) is 8.042 / 7.857 eV. The HOMO energy (alpha / beta) comes out at -7.311 / -7.139 eV. Its energy relative to the best compared isomer or geometry (same formula, charge and spin) is 136.2 kcal per mole. The LUMO energy (alpha / beta) comes out at 0.73 / 0.72 eV. Its max |F| is 0.011 Eh/bohr.

=====

9.
A single C4H6N2 molecule. Source: OMol25; level of theory: the ωB97M-V functional and the def2-TZVPD basis.

Structure (XYZ):
```
12
C4H6N2 (the ωB97M-V functional and the def2-TZVPD basis)
C 1.018 1.557 0.015
C 0.147 0.534 -0.008
C -1.204 0.241 0.326
C -1.370 -1.131 0.195
N -0.324 -1.861 -0.185
N 0.699 -0.818 -0.346
H 2.012 1.488 -0.420
H 0.721 2.515 0.412
H 1.470 -0.934 0.310
H -1.939 0.968 0.633
H -2.299 -1.671 0.364
H 1.070 -0.890 -1.295
```

The value obtained for the HOMO-LUMO gap is 7.599 eV. The HOMO energy comes out at -6.871 eV. Its energy relative to the best compared isomer or geometry (same formula, charge and spin) is 72.3 kcal per mole. The LUMO energy comes out at 0.73 eV. Its max |F| is 0.010 Eh/bohr.

=====

10.
A single C4H6N2 molecule in a non-equilibrium geometry. Source: OMol25; level of theory: the ωB97M-V functional and the def2-TZVPD basis.

Structure (XYZ):
```
12
C4H6N2 (the ωB97M-V functional and the def2-TZVPD basis)
C 0.911 1.585 0.956
C 0.193 1.002 0.005
C -0.186 -0.453 0.113
C -0.460 -1.200 -1.226
N -0.988 -0.832 1.246
N 0.164 -1.262 1.237
H 1.069 2.657 0.905
H 1.377 1.037 1.663
H -0.421 1.516 -0.608
H -0.951 -2.132 -0.802
H 0.424 -1.389 -1.657
H -1.131 -0.528 -1.832
```

The value obtained for the HOMO-LUMO gap is 10.217 eV. The HOMO energy comes out at -9.581 eV. Its energy relative to the best compared isomer or geometry (same formula, charge and spin) is 82.2 kcal per mole. The LUMO energy comes out at 0.64 eV. Its max |F| is 0.111 Eh/bohr.